# 1
Below is a 12-piece molecular cluster, C59H82F21N8O23S7 overall, with properties calculated with ωB97M-V/def2-TZVPD.

Structure (XYZ):
```
200
Properties=species:S:1:pos:R:3:forces:R:3:mulliken_charge:R:1
C 2.5181 4.5614 -1.1823 -0.20 -0.71 -0.01 -0.804
H -7.9980 -5.5791 -7.6258 0.09 -0.17 0.25 0.327
F 5.5777 -4.7058 -4.9428 -0.11 0.53 0.27 -0.171
C -6.9362 -5.3712 -7.4933 -0.53 0.83 -0.82 -0.929
H -0.6360 -1.7756 -0.2034 0.21 -0.49 0.03 0.068
F -2.5365 -3.2738 -1.7766 -0.24 0.06 0.81 -0.034
H -7.1107 0.2058 -0.7527 -0.28 -0.18 -0.09 0.456
F 7.7648 -0.1092 1.2663 -0.43 1.03 -0.19 -0.232
O -5.9842 0.9194 2.7358 -0.16 0.81 -0.29 -0.566
O 2.5277 -5.3439 -5.8465 2.07 -0.46 1.04 -0.720
C 7.5839 0.7997 0.2606 -0.40 -3.67 -1.06 0.331
O -5.8574 -1.1282 1.3674 -1.36 1.64 1.57 -0.611
C -1.9622 6.2129 2.3239 -0.12 -1.35 0.55 -1.241
C -4.7893 1.5188 -0.6731 -1.85 0.60 0.44 -0.615
H -2.4719 9.8049 0.7679 0.25 -0.31 1.03 0.283
C -1.2197 3.0087 0.4414 2.53 -3.14 -2.13 -0.225
H 0.8923 -2.0877 -2.4225 0.10 -0.21 0.20 -0.315
C -6.7216 -2.9019 -6.9350 0.07 0.55 2.66 -0.369
O 4.3863 -0.5602 6.2824 0.20 0.67 -0.13 -0.753
S -2.7644 -5.2024 0.2198 0.59 -1.39 2.70 1.166
H 0.4229 -4.3479 -2.9701 -0.24 -0.10 0.02 0.474
H -4.1819 6.1327 1.2250 -0.60 -0.16 -0.01 0.460
H -3.5385 0.9221 -2.7149 0.08 -0.09 0.40 0.555
S -0.6118 1.6937 -0.8278 1.56 -4.72 1.75 0.621
O 3.9163 -0.1360 3.8905 -0.29 2.03 -0.61 -0.571
C -5.8957 -1.3718 -3.5882 -0.75 0.74 2.63 1.068
F 6.7713 -2.1464 5.2393 1.57 -0.83 1.44 -0.201
O 0.4788 0.9005 -0.1826 -1.08 2.24 0.27 0.029
C 3.4963 2.5863 1.9087 -0.80 -0.68 -2.13 -0.836
C -4.8394 7.8534 2.4045 1.52 1.32 -0.69 -0.897
C 5.5090 2.6263 8.1920 1.77 1.49 0.36 -0.951
C 5.6517 3.7630 4.6018 -0.81 0.23 0.98 -0.875
H 0.5673 -4.2116 -4.6930 1.07 0.26 -0.01 0.197
F -2.1302 3.7816 -0.0623 -0.96 1.22 -0.09 -0.132
H 2.7408 2.0354 4.6477 -0.07 0.15 -0.03 0.311
C 3.9810 3.5534 2.7294 0.22 0.31 1.37 0.937
F 5.6481 -7.4526 1.2201 -0.92 -1.59 1.16 -0.186
H 3.3738 1.8489 7.0126 0.20 0.02 0.14 0.377
O 4.8532 0.4285 0.2413 -0.02 1.49 0.42 -0.643
H -3.0917 -0.6854 4.3151 0.84 -0.23 0.20 0.507
C 1.7714 -2.5702 0.8075 0.54 -0.81 -0.12 1.079
C 3.6334 2.5503 4.9711 -0.68 -0.83 2.40 -0.163
N 3.0021 4.1930 0.1765 0.71 0.06 2.06 0.441
C -1.5336 -0.9913 1.5174 1.31 -0.43 0.49 -0.236
C 2.5897 -4.2593 -0.7466 1.77 0.99 0.54 -1.096
H -5.3552 7.9536 3.3595 0.47 0.71 0.06 0.410
O 4.0720 -0.7620 -4.5744 0.15 0.29 0.49 -0.396
S 4.3967 -1.0365 4.9116 0.75 -2.19 -0.58 1.154
H 5.7102 1.5872 8.4528 -0.96 -0.11 -0.41 0.335
H -4.2713 6.2574 4.9313 -0.09 0.24 -0.44 0.557
H 2.0483 -0.5797 -6.1760 -0.13 -0.04 0.22 0.411
N 3.8563 -3.7484 -0.5262 -0.72 -0.68 1.26 0.897
S 5.9720 0.3838 -0.6949 0.87 -1.11 -1.05 1.502
H 2.8918 5.5124 -1.5617 0.44 -0.19 0.46 0.433
H 5.7714 -1.1927 -5.5261 -0.04 -0.07 0.04 0.393
C -2.2876 5.7188 5.4868 0.84 -0.83 -1.06 -1.336
O -2.3449 -4.3659 1.3343 -0.49 1.31 -0.65 -0.663
C -3.5328 -3.9266 -1.0587 1.90 -0.75 0.06 0.171
H -5.6013 1.7774 0.0066 0.09 -0.16 0.22 0.353
C -2.6278 -0.0996 3.5215 -0.11 -0.03 -1.27 -0.937
O 3.8141 -2.3422 4.6869 0.23 -0.06 0.58 -0.635
N -5.3629 0.6295 -1.7205 2.49 -0.38 0.84 0.128
C -3.4313 9.3221 0.9540 -1.50 -0.41 -1.44 -0.766
H 3.9330 0.3324 -2.8686 -0.13 0.16 0.38 0.445
C -4.5371 3.6618 4.0681 -1.14 0.21 -0.99 -1.635
O 3.0806 -6.0764 -3.5863 0.71 0.70 0.82 -0.583
C 5.9767 3.6302 5.9704 -0.21 -0.36 -1.16 -0.239
H -2.0589 4.6693 5.3014 -0.74 -0.28 0.01 0.245
N -6.8116 -4.1977 -6.5235 1.39 -1.36 -0.58 0.096
F 5.5863 -6.1471 -6.5284 0.10 -0.45 1.21 -0.229
O 6.0904 -1.0266 -1.1044 0.62 1.26 -0.52 -0.622
F -8.8693 -1.5530 2.4060 -0.22 0.52 -1.45 -0.215
F -4.2043 -4.5523 -2.0217 -0.95 -0.52 -0.40 -0.263
O 3.3009 -7.1766 -0.1387 -0.69 0.21 0.77 -0.437
C -4.4295 0.3172 -2.6343 -1.55 -0.29 -1.17 -0.568
C -6.7237 -1.1030 -2.4722 -1.46 -0.15 -1.41 -0.447
H -6.3977 -5.6671 -5.0751 -0.49 -0.08 -0.14 0.455
C -6.4999 -1.9088 -5.9106 0.34 -2.26 -1.40 -0.525
H -0.3276 -0.6218 4.6108 0.03 -0.31 0.03 0.508
H -6.7824 -2.6956 -7.9934 -0.26 -0.03 0.03 0.441
H -0.7079 -3.4084 -3.9779 -0.20 0.28 0.73 0.149
H 4.9064 3.2387 8.8627 -0.68 -0.73 -0.11 0.408
H -2.3956 -0.6158 0.9861 -0.16 -0.27 0.31 -0.007
H -1.5864 0.8265 -5.2608 -0.05 0.45 -0.59 0.457
H 5.6955 -2.0527 -4.0038 -0.87 -0.54 0.03 0.104
H 3.4719 1.5429 2.1861 0.18 -0.17 0.15 0.749
H -2.4554 0.9424 3.7908 0.46 -0.23 0.33 0.428
C 3.0623 -2.1434 1.0097 0.88 -0.17 0.64 -0.412
H -1.2986 6.1182 5.2618 0.03 0.60 0.89 0.407
H 4.7744 -4.9903 -2.0227 -0.75 0.18 -0.03 0.164
F 4.6581 -8.0928 3.1874 0.73 -0.24 -2.14 -0.225
H -6.3729 -6.2564 -7.1979 -0.17 0.35 0.57 0.366
H 2.8435 3.7311 -1.8090 -0.09 0.30 -0.24 0.280
H -1.0679 -1.4175 -4.7525 0.56 -0.27 -0.15 0.362
H 5.1721 -2.6462 0.6218 -0.07 0.31 0.02 0.933
H 4.3066 5.7243 2.9054 -0.19 -0.10 0.31 0.663
C 3.9154 4.8896 2.3428 0.10 0.10 -1.82 -0.389
H 0.9862 -2.0032 -6.2962 -0.32 0.13 0.23 0.348
H -7.7240 -1.5100 -2.4630 0.05 -0.54 0.37 0.607
C -0.4066 -0.6177 -4.4190 1.66 0.16 -0.65 -0.404
C 1.9580 -0.0091 -3.6827 1.30 -1.84 2.07 0.015
H -4.0087 0.9980 -0.1186 -0.04 0.13 -0.37 -0.081
H -5.2848 5.8356 2.7091 -0.46 -0.08 -0.91 0.327
C -8.3583 -0.3171 2.2478 2.96 -1.75 2.81 0.517
H -4.6717 3.9454 5.1119 1.00 0.26 -0.01 0.356
H 3.2890 6.1917 0.7761 0.27 -0.03 -0.37 0.446
C 4.4235 3.2572 4.1279 1.29 0.37 -0.39 0.755
C 0.8083 -1.4531 2.9063 -0.67 -0.24 0.03 -0.138
F -8.7418 0.3394 3.3145 -1.15 1.39 0.67 -0.215
H 6.1779 4.3081 3.8321 0.84 0.18 0.65 0.645
C 3.4456 5.1660 1.0757 -0.75 -0.54 -0.68 -0.826
H 5.4000 -3.3622 -1.7443 0.73 -0.29 0.15 0.207
C 4.1235 -2.8357 0.4463 -0.93 -0.24 -1.51 -1.260
H 6.1695 -0.4742 -3.9862 -0.74 1.08 0.16 0.256
C -3.2679 6.3719 4.5212 0.19 -0.71 -0.38 -0.580
C -0.5241 0.6192 -5.3892 0.00 -1.79 1.94 -1.371
C -0.3060 -0.9822 3.5929 0.71 0.39 -2.43 -0.709
H -3.5959 3.8631 2.1145 0.16 0.08 0.14 0.037
H 0.0428 1.4290 -4.9297 -0.03 0.14 -0.62 0.309
H 1.4297 4.6160 -1.2045 0.04 -0.21 0.21 0.211
O -0.1409 2.3481 -1.9851 0.16 2.33 -1.69 -0.562
F 6.0243 -6.7418 -4.3632 -1.20 0.77 -1.71 -0.234
H -5.5898 7.9887 1.6256 -0.12 0.35 -0.07 0.495
H 2.5245 2.1282 0.0169 0.25 -0.06 -0.44 0.847
H -6.5540 -5.1234 -8.4835 0.06 0.49 0.18 0.371
C 3.9857 2.4290 6.3377 0.58 -0.42 -1.82 -0.599
H 0.5654 -4.1075 -0.0850 -0.17 -0.34 -0.21 0.793
H 3.2975 -1.3323 1.6829 0.08 0.06 0.10 -0.280
C -6.5257 -4.6102 -5.2569 0.41 0.52 -0.26 -0.350
H -3.4446 -0.0535 2.8012 0.18 -0.13 -0.32 -0.181
C -6.2177 -2.3707 -4.6170 -0.40 1.68 -1.03 0.185
H 3.5512 -1.3788 -2.7093 -0.60 0.05 0.36 -0.312
H -3.5318 8.5017 0.2433 0.32 -0.28 -0.21 0.301
H -2.6422 5.7658 6.5164 0.37 0.49 -0.10 0.379
C 3.4124 -0.5009 -3.3403 0.27 0.65 -1.38 -0.094
F 8.7059 0.7416 -0.4577 -0.31 -0.13 -0.51 -0.212
C -4.7521 -0.6291 -3.5869 1.37 0.85 -1.57 -0.565
H -2.9515 7.4125 4.4507 -0.62 0.06 -0.36 0.457
F 6.2195 -1.9252 3.1830 0.56 1.45 1.24 -0.172
H -0.2592 0.3202 -6.4033 -0.04 0.48 0.10 0.332
H 2.2242 -2.8483 -3.3533 0.08 0.56 -0.22 0.033
H 2.5536 -5.0685 -1.4610 -0.24 -0.12 -0.16 0.819
C -3.4186 4.2015 3.1353 -0.41 0.92 1.23 -0.015
S 3.0805 -7.4446 1.2704 0.43 -0.02 0.08 1.159
O 3.0868 -7.6946 -5.4251 1.28 2.28 0.62 -0.678
S -6.4514 -0.4525 2.5928 1.29 -1.77 -3.08 1.101
F 7.4572 1.9967 0.6719 -0.23 2.64 1.79 -0.213
O -3.7361 8.8667 2.2543 -0.87 -1.54 1.42 -0.368
C 3.0196 2.8908 0.5998 0.12 1.35 1.25 -1.309
C 1.7278 -1.4955 -5.6794 -0.97 0.07 -0.17 -1.171
H -1.9184 5.7775 1.3256 -0.72 0.21 -0.08 0.382
H 2.5795 -2.1753 -5.6561 -0.17 0.18 0.76 0.277
H -0.7486 -0.3440 -3.4209 0.41 0.04 0.18 0.245
C -6.5035 -0.0635 -1.6043 0.96 -0.04 0.41 -0.517
F -0.0862 3.7138 0.7185 -1.21 0.12 0.92 0.001
C 5.2600 -5.9633 -5.2311 -0.83 -0.81 0.16 0.521
O 3.0466 -6.2291 2.1226 -0.56 -0.76 -1.04 -0.371
H 5.7075 -4.8073 -0.6212 0.09 0.64 0.35 0.445
C 5.4422 -1.1107 -4.4902 1.17 -0.53 -0.59 -0.616
F 6.8977 -0.1146 4.4085 0.13 -1.02 -0.26 -0.215
O -1.7150 0.7623 -1.0471 -1.13 1.15 0.06 -0.221
C 6.2563 -1.3063 4.4342 -3.57 0.59 -1.91 0.575
C 0.3414 -3.6386 -3.7937 -1.12 -0.50 -0.80 -1.168
N -1.3947 -0.7123 2.8289 -2.85 0.50 1.19 0.294
C 1.5703 -3.7162 -0.0253 -1.20 1.29 0.66 -0.375
C -6.1992 -3.6977 -4.2933 -0.65 -0.16 0.58 -0.731
O 1.9996 -8.3704 1.5959 0.62 0.96 -0.19 -0.410
F -8.7154 0.3210 1.1633 -0.49 -0.11 -1.02 -0.217
C 5.0125 -4.2552 -1.2539 0.38 -0.39 -1.06 -0.802
H -4.5765 2.5738 4.0137 0.53 -0.17 -0.01 0.271
H -5.9987 -3.9188 -3.2554 0.23 -0.72 -0.10 0.548
F 4.6941 -9.4526 1.4898 0.79 -1.71 -0.70 -0.142
H 2.0482 0.9484 -4.1958 -0.37 -0.63 -0.93 0.587
C 0.6751 -1.8787 1.5452 0.14 -0.45 0.38 0.188
H -4.1624 -0.6164 -4.4916 0.62 -0.45 0.13 0.534
H -1.0878 5.7432 2.7742 -0.20 0.04 0.64 0.462
H -4.1685 10.0408 0.5959 -0.22 0.24 0.25 0.345
O 6.0560 1.4464 -1.7231 -0.67 -1.42 1.22 -0.762
C 1.1967 -2.4865 -3.3902 -0.23 1.70 -0.40 0.538
H -4.5049 2.4427 -1.1766 0.48 -0.21 0.11 0.493
N 5.1755 2.9039 6.7755 -1.84 -0.64 0.11 0.092
H 6.8021 4.0307 6.5401 0.44 0.16 -0.75 0.417
H -2.4760 3.8408 3.5470 0.13 0.14 -0.59 0.440
N -3.2742 5.7758 3.0704 0.71 1.38 0.11 0.923
H -5.5280 3.8559 3.6577 -0.08 0.31 -0.33 0.440
C 4.6586 -8.2256 1.7945 -0.41 3.19 2.05 0.610
H 6.4796 3.0872 8.3755 0.26 0.02 -0.28 0.337
F -4.3100 -2.9904 -0.5397 -0.15 0.13 0.16 -0.033
N 1.1100 -1.1456 -4.2866 0.08 -0.29 -1.31 1.421
C -0.5023 -1.6617 0.8622 -0.98 1.16 0.51 -0.035
F -1.7163 2.3131 1.4616 0.30 0.89 0.64 -0.129
S 3.3169 -6.2924 -5.0002 -2.22 -1.92 -2.05 1.101
H 1.5229 0.2554 -2.7189 -0.36 -0.20 0.10 -0.497
H -6.3935 -0.8593 -6.1421 -0.23 -0.04 -0.23 0.571
H 1.7336 -1.4708 3.4629 0.32 -0.53 -0.16 0.699
O -3.7615 -6.1801 0.5884 -1.05 1.13 -0.95 -0.663
O -6.3331 -1.2343 3.7835 -0.44 -0.08 0.32 -0.655
H -1.7947 7.2892 2.2821 -0.69 -0.09 0.24 0.411
C -4.4787 6.3993 2.2395 1.75 -1.32 1.26 -0.568
O -1.6317 -5.8467 -0.3795 0.67 0.68 -1.96 -0.637
```
Positions in Å, forces in eV/Å.

Results
Total charge: +2
Multiplicity: 2
Frontier orbital gap (alpha / beta) (eV): 4.5 / 3.6
E_HOMO (alpha / beta) (eV): -10.568 / -10.568
LUMO (alpha / beta) (eV): -6.10 / -6.98

# 2
Below is a 2-piece molecular cluster, C5H10 overall, with properties calculated with ωB97M-V/def2-TZVPD.

Structure (XYZ):
```
15
Properties=species:S:1:pos:R:3:forces:R:3:nbo_charge:R:1
H -3.5647 -0.1361 -1.3255 -0.34 1.41 2.05 0.197
C 2.4335 0.3577 -1.2575 -2.16 -1.75 0.44 -0.422
H 1.9528 0.5055 1.5607 0.23 -0.26 0.36 0.225
C 1.5280 -0.1433 -0.3639 2.24 0.58 -0.93 -0.153
C -2.7521 0.0511 0.6613 -0.16 -2.96 -2.94 -0.394
H 0.5096 -0.2944 -0.6416 -0.80 0.59 0.09 0.201
H 3.4469 0.0183 -1.1981 0.78 0.80 0.54 0.191
C -3.4285 0.5949 -0.4142 -0.35 -2.21 0.19 -0.408
H -4.0661 1.5286 -0.4795 1.77 -0.69 0.16 0.215
H 2.1096 0.7397 -2.2137 -0.07 -0.09 -0.16 0.193
H -2.0847 0.5141 1.3588 -0.74 0.68 0.88 0.204
H 2.9927 -0.8536 1.0079 0.97 0.41 -0.10 0.215
C 2.0008 -0.4467 1.0303 -0.52 -0.68 0.12 -0.662
H 1.5051 -1.2296 1.6191 -0.69 0.40 -0.36 0.212
H -2.5828 -1.2062 0.6557 -0.16 3.76 -0.35 0.186
```
Positions in Å, forces in eV/Å.

Results
Multiplicity: 1
Frontier orbital gap (eV): 10.3
E_HOMO (eV): -9.248
Structure (SMILES): C=CC.C=C
Energy relative to the best compared isomer or geometry (same formula, charge and spin) (kJ/mol): 352.3
LUMO (eV): 1.08

# 3
Below is a 2-piece molecular cluster, C5H10 overall, with properties calculated with ωB97M-V/def2-TZVPD.

Structure (XYZ):
```
15
Properties=species:S:1:pos:R:3:forces:R:3:nbo_charge:R:1
H -1.7720 0.5760 -0.6803 0.00 -0.05 0.17 0.190
C 0.9835 1.5737 -0.7898 0.18 -0.06 0.07 -0.386
C -0.2954 -1.6604 -0.0327 -0.07 -0.09 -0.04 -0.657
C -0.9769 -0.6485 0.8407 -0.17 0.13 -0.01 -0.168
H -0.0960 -1.2677 -1.0344 -0.11 -0.04 0.17 0.219
H 0.6540 -2.0056 0.3935 -0.16 0.10 -0.04 0.214
H 1.0337 1.6748 -1.8704 0.10 0.02 0.11 0.192
H -2.1739 1.0827 1.0566 0.04 -0.13 -0.05 0.199
H 0.2277 2.1656 -0.2806 0.16 -0.07 -0.08 0.198
H 2.5054 0.1140 -0.6140 -0.06 0.12 0.02 0.193
C -1.6812 0.3830 0.3879 0.02 -0.15 0.09 -0.413
C 1.7647 0.7369 -0.1200 -0.03 0.16 -0.12 -0.391
H -0.8889 -0.8043 1.9160 -0.08 0.03 -0.12 0.193
H 1.6637 0.6139 0.9564 0.05 0.06 -0.17 0.195
H -0.9483 -2.5341 -0.1290 0.14 -0.05 -0.02 0.222
```
Positions in Å, forces in eV/Å.

Results
Multiplicity: 1
Frontier orbital gap (eV): 10.6
E_HOMO (eV): -9.344
Structure (SMILES): C=CC.C=C
Energy relative to the best compared isomer or geometry (same formula, charge and spin) (kJ/mol): 183.3
LUMO (eV): 1.28

# 4
Below is C5H10AlO3 as an isolated structure, with properties calculated with ωB97M-V/def2-TZVPD.

Structure (XYZ):
```
19
Properties=species:S:1:pos:R:3:forces:R:3:nbo_charge:R:1
O -1.6019 0.9983 -0.2219 0.04 -0.07 -0.44 -0.942
C -2.4716 -0.0812 -0.1774 0.75 0.32 0.16 0.338
C 3.0376 -0.5300 -0.6373 0.36 0.11 0.22 -0.482
H 0.1127 -0.6512 -1.5235 0.20 -0.04 0.00 -0.465
C 1.6026 1.2692 0.4385 0.40 -1.00 1.27 -1.041
H 1.5847 1.2329 1.5415 -0.23 0.28 0.02 0.227
H -2.5678 -0.4778 -1.2034 -0.62 0.09 0.00 0.096
C -1.8328 -1.2394 0.6761 0.60 0.45 -0.21 -0.121
H -3.9222 1.1469 -0.1301 0.09 -0.11 0.20 0.462
O -3.7156 0.3395 0.3609 -0.27 -0.21 -0.23 -0.745
H 1.5783 2.3277 0.1681 0.11 0.03 -0.02 0.225
C 2.9112 0.6924 -0.0570 -0.32 -0.22 0.04 -0.125
H 3.4601 -0.6362 -1.6344 1.58 -0.28 0.66 0.187
H -2.5295 -1.6018 1.4362 -0.03 -0.05 0.00 0.163
H 3.8239 1.2803 0.0843 -0.25 0.82 -1.52 0.167
H 2.6915 -1.4405 -0.1569 -1.61 0.18 -0.73 0.195
H -1.5668 -2.0176 -0.0545 -0.56 -0.39 0.16 0.145
O -0.6101 -0.7990 1.2313 0.02 -0.33 -0.18 -0.942
Al 0.0156 0.1876 -0.1402 -0.26 0.43 0.58 1.658
```
Positions in Å, forces in eV/Å.

Results
Total charge: -1
Multiplicity: 1
Frontier orbital gap (eV): 8.1
E_HOMO (eV): -4.405
Energy relative to the best compared isomer or geometry (same formula, charge and spin) (kJ/mol): 0.0
LUMO (eV): 3.69

Question: Which value of multiplicity does entry 3 give?
Answer: 1

What did the second record say?
Below is a 2-piece molecular cluster, C5H10 overall, with properties calculated with ωB97M-V/def2-TZVPD.

Structure (XYZ):
```
15
Properties=species:S:1:pos:R:3:forces:R:3:nbo_charge:R:1
H -3.5647 -0.1361 -1.3255 -0.34 1.41 2.05 0.197
C 2.4335 0.3577 -1.2575 -2.16 -1.75 0.44 -0.422
H 1.9528 0.5055 1.5607 0.23 -0.26 0.36 0.225
C 1.5280 -0.1433 -0.3639 2.24 0.58 -0.93 -0.153
C -2.7521 0.0511 0.6613 -0.16 -2.96 -2.94 -0.394
H 0.5096 -0.2944 -0.6416 -0.80 0.59 0.09 0.201
H 3.4469 0.0183 -1.1981 0.78 0.80 0.54 0.191
C -3.4285 0.5949 -0.4142 -0.35 -2.21 0.19 -0.408
H -4.0661 1.5286 -0.4795 1.77 -0.69 0.16 0.215
H 2.1096 0.7397 -2.2137 -0.07 -0.09 -0.16 0.193
H -2.0847 0.5141 1.3588 -0.74 0.68 0.88 0.204
H 2.9927 -0.8536 1.0079 0.97 0.41 -0.10 0.215
C 2.0008 -0.4467 1.0303 -0.52 -0.68 0.12 -0.662
H 1.5051 -1.2296 1.6191 -0.69 0.40 -0.36 0.212
H -2.5828 -1.2062 0.6557 -0.16 3.76 -0.35 0.186
```
Positions in Å, forces in eV/Å.

Results
Multiplicity: 1
Frontier orbital gap (eV): 10.3
E_HOMO (eV): -9.248
Structure (SMILES): C=CC.C=C
Energy relative to the best compared isomer or geometry (same formula, charge and spin) (kJ/mol): 352.3
LUMO (eV): 1.08